{"formula": "C36H29Br2ClN2O6P2Ti", "method": "ωB97M-V with the def2-TZVPD basis set", "symbols": ["Ti", "N", "P", "C", "C", "C", "C", "C", "C", "C", "C", "C", "C", "C", "C", "P", "C", "C", "C", "C", "C", "C", "C", "C", "C", "C", "C", "C", "H", "H", "H", "H", "H", "H", "H", "H", "H", "H", "H", "H", "H", "H", "H", "H", "H", "H", "H", "H", "H", "O", "Cl", "O", "O", "O", "Br", "C", "C", "C", "C", "C", "C", "C", "O", "O", "H", "H", "H", "H", "Br", "C", "C", "C", "N", "C", "C", "H", "H", "H", "H"], "positions_angstrom": [[-1.2607, 1.1055, 0.3760], [1.6613, -0.7011, 0.7833], [1.0907, -0.2998, 2.2949], [2.2163, 0.8866, 3.0208], [3.4906, 0.4806, 3.4213], [4.3890, 1.4096, 3.9161], [4.0154, 2.7452, 4.0178], [2.7494, 3.1493, 3.6250], [1.8433, 2.2225, 3.1245], [1.2140, -1.7751, 3.3083], [1.1050, -1.6548, 4.6925], [1.1177, -2.7854, 5.4916], [1.2485, -4.0425, 4.9145], [1.3623, -4.1699, 3.5387], [1.3421, -3.0379, 2.7356], [0.9737, 0.0635, -0.6072], [2.2953, 1.1494, -1.2097], [1.9924, 2.5004, -1.3372], [2.9735, 3.3905, -1.7641], [4.2457, 2.9312, -2.0569], [4.5524, 1.5774, -1.9353], [3.5774, 0.6896, -1.5191], [0.9994, -1.3498, -1.7605], [1.2682, -1.1726, -3.1151], [1.1096, -2.2292, -4.0031], [0.6786, -3.4661, -3.5472], [0.4050, -3.6497, -2.1979], [0.5598, -2.5952, -1.3120], [2.6053, -1.0616, 0.7062], [3.7832, -0.5623, 3.3601], [5.3769, 1.0966, 4.2272], [4.7173, 3.4711, 4.4079], [2.4611, 4.1892, 3.7038], [0.8582, 2.5332, 2.8010], [1.0089, -0.6761, 5.1480], [1.0284, -2.6863, 6.5651], [1.2634, -4.9240, 5.5423], [1.4661, -5.1476, 3.0870], [1.4274, -3.1376, 1.6611], [0.9912, 2.8594, -1.1167], [2.7314, 4.4397, -1.8688], [5.0071, 3.6250, -2.3897], [5.5460, 1.2201, -2.1726], [3.8110, -0.3679, -1.4465], [1.5913, -0.2069, -3.4852], [1.3215, -2.0801, -5.0539], [0.5491, -4.2842, -4.2439], [0.0527, -4.6085, -1.8386], [0.3091, -2.7322, -0.2674], [-2.7665, 1.6286, 1.8480], [-2.2532, 3.0510, 2.1302], [-3.0434, 3.9834, 1.3641], [-0.8335, 2.9717, 1.5601], [-0.3160, 0.1981, 2.1714], [-2.7313, 1.8060, -4.9157], [-4.0208, 1.7780, -3.5132], [-5.2332, 1.1476, -3.7531], [-6.1749, 1.0831, -2.7388], [-5.8975, 1.6403, -1.4965], [-4.6791, 2.2596, -1.2719], [-3.7224, 2.3399, -2.2830], [-2.3950, 3.0069, -1.9791], [-2.0816, 4.0629, -2.4911], [-1.7240, 2.3336, -1.1152], [-5.4310, 0.7145, -4.7240], [-7.1245, 0.5971, -2.9220], [-6.6283, 1.5918, -0.6996], [-4.4409, 2.6896, -0.3055], [-3.7117, -4.3448, -2.7944], [-3.0737, -2.8156, -1.8963], [-3.1817, -2.7293, -0.5206], [-2.6863, -1.5906, 0.0957], [-2.0787, -0.6137, -0.5744], [-2.0055, -0.7000, -1.9054], [-2.4989, -1.7838, -2.6110], [-3.6502, -3.5066, 0.0649], [-2.7740, -1.4592, 1.1686], [-1.5447, 0.1311, -2.4253], [-2.4201, -1.8025, -3.6887]], "s2": 2.006, "spin_multiplicity": 3, "energy_ev": -247368.259, "fmax_ev_per_a": 1.172, "molar_mass_g_mol": 890.7, "charge": 0, "lumo_ev": [0.1, 0.1], "orbital_gap_ev": [6.071, 8.428]}

---

{"formula": "C36H30BrIN2OPS3SeSn", "method": "ωB97M-V with the def2-TZVPD basis set", "symbols": ["Sn", "I", "C", "C", "C", "C", "C", "C", "C", "C", "C", "P", "C", "C", "C", "C", "C", "C", "C", "C", "C", "C", "C", "C", "C", "H", "H", "H", "H", "H", "H", "H", "H", "H", "H", "H", "H", "H", "H", "H", "H", "S", "C", "N", "C", "C", "C", "C", "C", "C", "S", "H", "H", "H", "H", "C", "S", "C", "O", "H", "H", "H", "H", "H", "H", "Se", "Br", "C", "C", "C", "N", "C", "C", "H", "H", "H", "H"], "positions_angstrom": [[0.6360, 1.3279, 0.4354], [-0.7337, -1.1825, 2.2192], [-2.6218, -2.0759, 1.7704], [-3.2429, -2.5611, 2.8873], [-4.4544, -3.2613, 2.7878], [-4.9886, -3.4891, 1.5580], [-4.3568, -3.0122, 0.3867], [-4.9321, -3.3347, -0.8603], [-4.3608, -2.9157, -2.0229], [-3.2249, -2.1016, -1.9654], [-2.6247, -1.7389, -0.7792], [-1.2641, -0.4961, -1.0285], [-2.1800, 0.7707, -1.9689], [-3.4457, 1.1361, -1.5043], [-4.1037, 2.2261, -2.0492], [-3.5062, 2.9733, -3.0542], [-2.2404, 2.6328, -3.5045], [-1.5737, 1.5464, -2.9571], [-0.2062, -1.4183, -2.1981], [-0.2737, -1.3411, -3.5872], [0.6091, -2.0714, -4.3700], [1.5640, -2.8848, -3.7786], [1.6289, -2.9790, -2.3951], [0.7535, -2.2444, -1.6120], [-3.1481, -2.2372, 0.4569], [-2.7925, -2.4205, 3.8602], [-4.9319, -3.6311, 3.6847], [-5.9064, -4.0536, 1.4526], [-5.8375, -3.9285, -0.8690], [-4.7853, -3.1821, -2.9815], [-2.8208, -1.7286, -2.8961], [-3.9198, 0.5600, -0.7186], [-5.0838, 2.4959, -1.6778], [-4.0272, 3.8216, -3.4777], [-1.7670, 3.2217, -4.2801], [-0.5847, 1.2896, -3.3115], [-1.0117, -0.7151, -4.0712], [0.5459, -2.0074, -5.4489], [2.2485, -3.4531, -4.3946], [2.3628, -3.6257, -1.9316], [0.8067, -2.3161, -0.5312], [2.0703, 3.9388, 1.0204], [2.2126, 3.2880, 2.6466], [1.5179, 2.2844, 3.0776], [1.7476, 2.0531, 4.4247], [1.0617, 1.1402, 5.2251], [1.3671, 1.0765, 6.5695], [2.3582, 1.8918, 7.1219], [3.0525, 2.7986, 6.3443], [2.7237, 2.8832, 4.9973], [3.3038, 4.0012, 3.7979], [0.2880, 0.5307, 4.7807], [0.8208, 0.3999, 7.2131], [2.5729, 1.8330, 8.1805], [3.8103, 3.4388, 6.7755], [3.7485, -2.5390, 1.6033], [2.9493, -0.9316, 1.8313], [4.3298, -0.0527, 2.6108], [2.8075, -0.3281, 0.4610], [4.7672, -2.4202, 1.2420], [3.1586, -3.1065, 0.8867], [3.7345, -3.0429, 2.5707], [5.2893, -0.4824, 2.3337], [4.1909, -0.0915, 3.6916], [4.2690, 0.9784, 2.2675], [-0.1349, 3.9025, 0.7209], [2.7806, 2.5571, -6.2862], [2.2811, 2.3782, -4.4787], [2.5391, 1.1979, -3.7992], [2.1419, 1.1105, -2.4781], [1.5041, 2.0979, -1.8426], [1.2799, 3.2345, -2.5014], [1.6523, 3.4249, -3.8192], [3.0347, 0.3677, -4.2810], [2.3361, 0.2104, -1.9029], [0.7770, 4.0233, -1.9541], [1.4518, 4.3582, -4.3250]], "spin_multiplicity": 1, "energy_ev": -233957.888, "fmax_ev_per_a": 0.650, "molar_mass_g_mol": 1038.3, "charge": 1, "lumo_ev": -2.4, "orbital_gap_ev": 7.741}

---

{"formula": "C36H30Cl3CrN3O5STe", "method": "ωB97M-V with the def2-TZVPD basis set", "symbols": ["Cr", "Cl", "C", "C", "C", "Cl", "C", "O", "C", "Cl", "C", "H", "H", "O", "C", "O", "C", "C", "C", "C", "O", "C", "O", "C", "C", "H", "H", "H", "H", "H", "C", "Te", "C", "C", "C", "C", "C", "C", "C", "H", "H", "H", "H", "H", "H", "H", "H", "N", "C", "C", "C", "C", "C", "C", "N", "C", "C", "C", "C", "N", "C", "C", "H", "H", "H", "H", "H", "H", "H", "H", "H", "C", "S", "C", "H", "H", "H", "H", "H", "H"], "positions_angstrom": [[-1.2193, -0.9261, 0.5947], [-5.0758, -0.0442, 7.0391], [-4.1499, -0.3424, 5.6104], [-4.0097, 0.6628, 4.6657], [-3.2629, 0.4134, 3.5297], [-3.1119, 1.6513, 2.3250], [-2.6547, -0.8198, 3.3099], [-1.9450, -1.0746, 2.2193], [-2.8354, -1.8113, 4.2703], [-2.1267, -3.3685, 3.9977], [-3.5671, -1.5847, 5.4214], [-4.4757, 1.6263, 4.8109], [-3.6860, -2.3687, 6.1551], [-2.7876, 0.8360, -2.2760], [-1.6651, 0.4507, -2.0921], [-1.3815, -0.4182, -1.0966], [-0.4836, 0.8713, -2.8877], [-0.7114, 1.6126, -4.0405], [0.3445, 2.0846, -4.8217], [1.6135, 1.7889, -4.3871], [2.7947, 2.1338, -4.9579], [3.8237, 1.5510, -4.1517], [3.1888, 0.8949, -3.0473], [1.8440, 1.0511, -3.2365], [0.8246, 0.5733, -2.4635], [-1.7340, 1.8226, -4.3216], [0.1760, 2.6551, -5.7235], [4.4801, 2.3373, -3.7802], [4.3754, 0.8191, -4.7427], [1.0177, -0.0248, -1.5847], [-2.2665, -3.6857, -1.8445], [-1.8874, -3.5513, 0.2519], [-4.0298, -3.5158, 0.3096], [-4.4017, -4.4382, -0.8247], [-5.5557, -5.2074, -0.8105], [-5.8320, -6.0616, -1.8694], [-4.9526, -6.1528, -2.9374], [-3.7940, -5.3880, -2.9537], [-3.5175, -4.5271, -1.9025], [-1.4247, -4.1279, -2.3708], [-2.4304, -2.6680, -2.2014], [-4.3483, -2.4880, 0.1326], [-4.3991, -3.8485, 1.2762], [-6.2384, -5.1422, 0.0276], [-6.7272, -6.6682, -1.8511], [-5.1594, -6.8327, -3.7527], [-3.1041, -5.4656, -3.7850], [2.8265, 4.9507, 1.5857], [3.9739, 5.5667, 2.0396], [4.4115, 6.8898, 1.9938], [5.6450, 7.1437, 2.5506], [6.4214, 6.1227, 3.1352], [5.9820, 4.8204, 3.1765], [4.7322, 4.5407, 2.6150], [4.0584, 3.3383, 2.5170], [2.9423, 3.6239, 1.9065], [1.9263, 2.6163, 1.5984], [0.7827, 2.8897, 0.8536], [-0.1182, 1.8777, 0.6029], [0.0603, 0.6326, 1.0567], [1.1584, 0.3646, 1.7834], [2.1082, 1.3155, 2.0683], [2.0480, 5.4037, 1.1419], [3.8174, 7.6778, 1.5510], [6.0312, 8.1540, 2.5396], [7.3828, 6.3764, 3.5605], [6.5683, 4.0328, 3.6293], [0.5815, 3.8709, 0.4478], [-1.0085, 2.0598, 0.0150], [1.2661, -0.6526, 2.1431], [2.9867, 1.0752, 2.6493], [1.3760, -2.9309, -2.9077], [1.2570, -3.1598, -1.1223], [3.0086, -3.2891, -0.7113], [2.1548, -2.2060, -3.1365], [0.4257, -2.5385, -3.2659], [1.5908, -3.8792, -3.3967], [3.4819, -4.0469, -1.3327], [3.0843, -3.5948, 0.3301], [3.5053, -2.3299, -0.8499]], "s2": 3.793, "spin_multiplicity": 4, "energy_ev": -136640.174, "fmax_ev_per_a": 0.457, "molar_mass_g_mol": 902.7, "charge": 1, "lumo_ev": [-4.2, -3.4], "orbital_gap_ev": [6.565, 7.361]}